Entry 1:
Below is a 2-piece molecular cluster, CH2N2O2S overall, with properties calculated with ωB97M-V with the def2-TZVPD basis set.

XYZ file:
```
8
Properties=species:S:1:pos:R:3:forces:R:3
C -2.571901 -0.602447 0.607021 2.1 1.4 0.0
N -3.491420 -1.262043 0.451228 -1.6 -1.1 -0.2
N 1.549107 -0.398675 -0.184786 -2.9 4.1 -3.3
O 0.686199 1.720836 0.868525 -0.2 0.6 0.6
O 0.197594 1.391727 -1.534414 -0.4 0.5 -2.3
S 0.313578 0.895774 -0.232890 2.1 -2.8 2.7
H 1.211330 -1.219159 -0.531309 -1.2 -2.6 -1.4
H 2.105513 -0.526012 0.556626 2.0 0.1 3.9
```
Positions in Å, forces in eV/Å.

## Properties
Total charge: 0
LUMO level (spin up / spin down) in eV: -2.97 / -4.38
Relative energy (zero: lowest compared OMol25 entry of this formula, charge and spin) in kcal per mole: 174.1
HOMO level (spin up / spin down) in eV: -11.85 / -10.40



Entry 2:
Below is a 2-piece molecular cluster, H2NO2P overall, with properties calculated with ωB97M-V with the def2-TZVPD basis set.

XYZ file:
```
6
Properties=species:S:1:pos:R:3:forces:R:3
N 0.566937 -0.814827 -1.028575 -0.8 1.2 1.0
O 0.270609 -0.642787 -2.160234 0.5 -0.4 -0.2
O 1.479804 -1.248755 -0.417819 0.6 -0.6 -0.6
P -0.947143 0.337401 0.790824 -0.3 0.0 1.0
H -0.318795 0.637328 2.065671 0.1 -0.7 -0.5
H -1.051412 1.731640 0.750133 -0.1 0.5 -0.7
```
Positions in Å, forces in eV/Å.

## Properties
Total charge: 0
LUMO level (spin up / spin down) in eV: -1.42 / -1.30
Relative energy (zero: lowest compared OMol25 entry of this formula, charge and spin) in kcal per mole: 138.6
HOMO level (spin up / spin down) in eV: -9.64 / -9.16



Entry 3:
Below is one molecule with the formula C4H6N2S, with properties calculated with ωB97M-V with the def2-TZVPD basis set.

XYZ file:
```
13
Properties=species:S:1:pos:R:3:forces:R:3
H -2.185243 0.244962 -1.937206 -0.7 0.2 -0.6
N -1.304829 0.555785 -1.572694 0.0 -0.5 0.7
C -1.411901 0.566554 -0.310898 1.9 0.2 -0.4
N -0.322304 0.849843 0.507355 0.7 -0.1 -0.7
C 0.171646 -0.031186 1.501630 -0.3 -1.6 -0.3
C 1.027570 0.255479 0.303282 0.4 1.4 -0.4
C 1.251413 -0.815445 -0.697272 0.6 1.2 0.1
S 2.515510 -0.873994 -1.684489 0.0 0.0 0.1
H -2.253231 0.451588 0.309856 -1.6 -0.4 0.4
H 0.392771 0.397636 2.434222 0.4 0.5 1.1
H -0.222685 -1.072605 1.581176 0.2 0.8 -0.2
H 1.828218 1.035059 0.304268 -0.7 -0.9 0.3
H 0.513066 -1.563676 -0.739229 -1.0 -1.0 0.0
```
Positions in Å, forces in eV/Å.

## Properties
Total charge: 0
SMILES string: [H]/N=C/N1C[C@H]1C=S
LUMO level in eV: -0.26
Relative energy (zero: lowest compared OMol25 entry of this formula, charge and spin) in kcal per mole: 62.8
HOMO level in eV: -8.79



Entry 4:
Below is a 8-piece molecular cluster, C31H72Cl2O24S7Si overall, with properties calculated with ωB97M-V with the def2-TZVPD basis set.

XYZ file:
```
137
Properties=species:S:1:pos:R:3:forces:R:3
C -5.612168 -0.049554 -0.834752 0.5 -0.5 0.3
C -4.855329 -0.777792 -0.252913 -0.3 0.3 -0.1
C -3.974553 -1.651839 0.503641 0.1 0.5 -0.2
Si -2.146211 -1.533130 0.040757 0.2 -0.6 -0.1
C -1.812745 -1.846680 -1.824053 -0.4 -0.2 0.6
O -3.051612 -2.097222 -2.498484 0.7 0.5 -0.2
C -3.130642 -1.580233 -3.789453 -1.3 -0.9 0.1
O -4.237443 -0.701312 -3.810700 0.5 0.3 -0.4
C -4.176175 0.136578 -4.962888 -0.1 0.3 0.4
C -3.591179 1.508822 -4.608286 -0.5 -0.4 -0.4
O -2.219657 1.665135 -4.913283 0.2 0.2 0.1
C -1.323571 0.034366 0.686627 0.3 -0.6 0.8
Cl -0.395143 -0.135831 2.175122 -0.3 -0.2 -0.3
C -1.396615 1.218812 0.113636 -0.1 0.5 -0.2
C -2.138291 1.457999 -1.170855 0.1 0.8 0.3
Cl -0.605510 2.608265 0.815938 -0.1 -0.1 -0.3
H -6.289438 0.508967 -1.411041 -0.3 0.4 -0.2
H -4.329870 -2.674906 0.419976 0.1 -0.2 0.0
H -4.040588 -1.354844 1.551051 0.1 -0.2 0.2
H -1.479846 -2.658033 0.733147 0.0 0.1 0.1
H -1.233809 -1.030576 -2.256544 -0.1 0.1 -0.2
H -1.208653 -2.752499 -1.909348 0.2 0.0 0.1
H -3.379571 -2.418667 -4.448499 0.2 0.0 -0.3
H -2.209591 -1.114721 -4.149282 0.2 0.1 0.3
H -5.188609 0.292981 -5.329458 -0.2 -0.2 0.1
H -3.620547 -0.354173 -5.765553 0.1 0.1 -0.1
H -4.124693 2.255162 -5.192817 0.2 0.2 -0.1
H -3.829872 1.707862 -3.561265 0.2 0.0 0.1
H -1.705358 0.981903 -4.481779 0.0 -0.1 0.2
H -1.570264 1.062507 -2.006636 0.0 0.0 -0.2
H -3.152968 1.068883 -1.154362 0.0 -0.3 0.0
H -2.221322 2.533254 -1.295181 0.0 0.1 -0.2
C 1.605090 -5.539619 -5.857968 -0.2 0.2 -0.1
C 0.647313 -6.632806 -5.427733 0.7 -0.1 -0.3
O -0.523559 -6.106041 -4.772042 -0.2 0.0 0.1
S -1.661602 -5.470512 -5.684300 -0.1 -0.1 0.7
C -2.926827 -5.423546 -4.458971 0.0 0.0 0.1
O -2.027869 -6.414304 -6.693621 0.1 0.1 -0.3
O -1.287803 -4.130673 -6.017045 -0.1 0.0 -0.3
H 1.173226 -4.936561 -6.656712 0.0 0.0 0.0
H 2.537583 -5.968561 -6.224042 0.0 -0.1 0.1
H 1.827785 -4.866717 -5.029854 0.1 -0.1 0.0
H 0.356410 -7.256349 -6.274919 -0.2 0.1 0.0
H 1.128811 -7.283641 -4.699697 -0.2 0.1 0.2
H -3.166103 -6.441351 -4.163753 0.0 0.0 0.0
H -3.799712 -4.945857 -4.898875 0.1 0.0 -0.1
H -2.574836 -4.843762 -3.608450 0.0 0.0 0.0
C -0.012850 0.386983 -11.624319 -0.3 0.1 -0.1
C -0.024022 0.027986 -10.153071 0.2 -0.5 -0.5
O -0.641706 1.055707 -9.349118 -0.1 0.1 0.2
S -2.231714 1.135096 -9.310213 0.5 0.3 0.3
C -2.350203 2.201324 -7.917673 0.1 0.0 0.0
O -2.749364 -0.153761 -8.962618 -0.2 -0.1 -0.2
O -2.696051 1.820962 -10.475898 -0.2 -0.2 -0.1
H -1.022331 0.390897 -12.036342 0.0 0.0 0.0
H 0.581483 -0.335457 -12.183738 0.1 0.0 0.1
H 0.404596 1.382256 -11.773031 0.1 0.0 0.0
H -0.514645 -0.932119 -9.982248 -0.2 0.1 0.1
H 0.996679 -0.060959 -9.794400 -0.1 0.2 0.2
H -1.939741 1.691045 -7.051456 0.0 0.1 0.0
H -3.403571 2.423669 -7.759866 0.0 0.0 -0.1
H -1.803816 3.117892 -8.125326 0.0 0.0 -0.1
C 4.712308 -0.631466 -4.462149 -0.2 -0.2 0.1
C 5.778595 -1.600525 -4.933536 -0.2 0.6 -0.4
O 6.039697 -2.634998 -3.963703 0.0 -0.2 0.1
S 5.009364 -3.844542 -3.870604 0.6 0.0 0.2
C 6.018811 -4.919962 -2.908682 0.1 0.0 0.1
O 4.839048 -4.406147 -5.175832 -0.3 0.1 0.0
O 3.884051 -3.441924 -3.086557 -0.3 -0.1 -0.2
H 3.736809 -1.114515 -4.409336 0.0 0.0 0.0
H 4.638574 0.210870 -5.150605 0.1 0.0 0.0
H 4.945323 -0.257826 -3.464788 0.1 0.0 0.0
H 5.514523 -2.043580 -5.894967 0.0 -0.2 0.1
H 6.721390 -1.073559 -5.068257 0.1 -0.2 0.2
H 6.902504 -5.180052 -3.484658 0.0 0.0 0.0
H 5.432641 -5.810116 -2.691679 -0.1 0.0 0.0
H 6.289433 -4.414562 -1.985389 0.0 0.0 0.0
C 1.011903 2.220292 4.740084 -0.3 -0.1 0.1
C 1.597529 2.617948 6.080862 0.4 -0.3 -0.5
O 0.612551 3.203549 6.952384 -0.1 0.0 0.2
S -0.393529 2.225289 7.708135 0.0 0.7 0.1
C -1.007848 3.396120 8.871325 0.0 0.1 0.0
O 0.366934 1.227348 8.397278 0.0 -0.2 -0.1
O -1.446004 1.857952 6.815762 0.0 -0.3 0.0
H 0.312013 1.392080 4.846299 0.0 0.0 0.0
H 1.802448 1.910684 4.055605 0.0 0.0 0.0
H 0.464405 3.052044 4.296691 0.1 0.0 0.0
H 2.077452 1.769333 6.571698 -0.1 0.0 0.1
H 2.360667 3.381223 5.937018 -0.1 0.2 0.2
H -0.191892 3.716634 9.513045 0.0 0.0 0.0
H -1.777270 2.900391 9.458939 0.0 -0.1 0.0
H -1.432741 4.237334 8.330249 0.0 0.0 0.0
C 1.484515 -1.269229 10.545789 -0.3 -0.1 0.1
C 2.089156 -0.887331 11.881347 0.4 -0.3 -0.6
O 1.109707 -0.305156 12.763546 -0.1 0.1 0.3
S 0.107395 -1.271790 13.529193 0.2 0.6 0.0
C -0.494072 -0.074448 14.670626 -0.1 0.1 0.1
O 0.861727 -2.265963 14.227568 -0.1 -0.2 -0.1
O -0.955230 -1.639492 12.647762 -0.1 -0.3 0.0
H 0.784149 -2.097810 10.651438 0.0 0.0 0.0
H 2.265193 -1.571633 9.847091 0.1 0.1 0.0
H 0.935416 -0.430148 10.121507 0.1 0.0 -0.1
H 2.574695 -1.738642 12.361906 -0.2 0.0 0.2
H 2.850542 -0.123158 11.734210 -0.1 0.2 0.2
H 0.324369 0.253695 15.305238 0.0 0.0 0.0
H -1.267829 -0.547134 15.272472 0.0 -0.1 -0.1
H -0.912064 0.759886 14.111189 0.1 0.0 0.0
C -3.104000 6.682117 15.093286 -0.1 -0.1 -0.2
C -2.369432 5.407281 15.459346 0.2 0.7 0.1
O -3.138933 4.229908 15.148943 0.0 -0.2 -0.1
S -3.182788 3.743468 13.632897 -0.3 -0.4 0.6
C -3.856072 2.142611 13.936269 0.0 -0.1 0.1
O -1.841014 3.609776 13.150873 0.0 0.2 -0.2
O -4.151527 4.518892 12.926388 0.2 0.1 -0.3
H -3.206021 6.781875 14.013064 0.0 0.0 0.0
H -2.560802 7.551040 15.465508 0.0 0.0 0.1
H -4.108378 6.682063 15.516481 0.0 0.0 0.1
H -1.393383 5.357712 14.973685 -0.1 -0.1 -0.1
H -2.198155 5.376799 16.533948 -0.1 -0.3 0.0
H -3.149647 1.567770 14.527999 0.0 0.0 0.0
H -4.017384 1.662375 12.973449 0.0 0.1 0.0
H -4.801819 2.252638 14.460102 0.0 0.0 0.0
C 5.484456 1.133398 -12.571141 -0.3 -0.1 0.1
C 6.050115 1.619426 -11.251038 0.4 -0.3 -0.5
O 5.059224 2.294405 -10.452247 -0.1 0.0 0.2
S 4.012235 1.402996 -9.650915 0.1 0.7 0.1
C 3.396318 2.675435 -8.601646 0.0 0.1 0.0
O 4.725491 0.442818 -8.866236 0.0 -0.3 -0.1
O 2.970104 0.995431 -10.541097 0.1 -0.3 0.0
H 4.761984 0.331934 -12.419191 0.0 0.0 0.0
H 6.284064 0.754306 -13.207874 0.1 0.0 0.0
H 4.969500 1.942016 -13.089778 0.1 0.0 0.0
H 6.496095 0.800454 -10.684298 -0.1 0.0 0.1
H 6.834704 2.351488 -11.433871 -0.1 0.2 0.2
H 4.203341 3.025815 -7.964091 0.0 0.0 0.0
H 2.597688 2.244647 -8.000839 0.0 -0.1 -0.1
H 3.007868 3.481431 -9.218658 0.0 0.0 0.0
```
Positions in Å, forces in eV/Å.

## Properties
Total charge: 0
SMILES string: C#CC[Si@@H](COCOCCO)/C(Cl)=C(\C)Cl.CCOS(C)(=O)=O.CCOS(C)(=O)=O.CCOS(C)(=O)=O.CCOS(C)(=O)=O.CCOS(C)(=O)=O.CCOS(C)(=O)=O.CCOS(C)(=O)=O
LUMO level in eV: 0.16
HOMO level in eV: -9.17



Entry 5:
Below is one molecule with the formula C4H5NO, with properties calculated with ωB97M-V with the def2-TZVPD basis set.

XYZ file:
```
11
Properties=species:S:1:pos:R:3:forces:R:3
N 2.799666 -0.972550 0.111134 -1.0 0.6 0.0
C 1.857573 -0.300518 0.145104 0.8 -0.6 0.2
C 0.708224 0.661230 0.233324 0.4 -0.3 -1.2
C -0.580628 0.161695 -0.650457 0.0 0.7 0.2
C -1.245125 -0.746181 0.230449 -0.4 -0.8 0.2
O 0.152027 0.790776 1.417900 0.1 0.4 0.5
H 1.056753 1.581052 -0.269949 -0.1 -0.1 0.3
H -1.082995 1.134435 -0.588640 -0.1 0.0 -0.2
H -0.586909 -0.147889 -1.706558 0.4 0.1 0.2
H -2.141682 -1.276665 -0.098899 0.2 0.1 0.1
H -0.848108 -0.942572 1.219473 -0.1 -0.1 -0.2
```
Positions in Å, forces in eV/Å.

## Properties
Total charge: 0
LUMO level (spin up / spin down) in eV: -1.12 / -2.27
Relative energy (zero: lowest compared OMol25 entry of this formula, charge and spin) in kcal per mole: 111.2
HOMO level (spin up / spin down) in eV: -10.76 / -9.21



Entry 6:
Below is one molecule with the formula C5H12N2, with properties calculated with ωB97M-V with the def2-TZVPD basis set.

XYZ file:
```
19
Properties=species:S:1:pos:R:3:forces:R:3
C 2.311973 -1.348462 -0.149123 -0.6 -0.7 0.3
N 2.278714 -0.112849 -0.004722 1.9 0.5 -0.2
C 1.412991 0.957045 -0.359832 -1.6 0.3 0.2
C 0.073366 0.944063 0.393121 -0.2 -0.9 0.2
C -0.940574 -0.126528 -0.100771 1.8 0.1 0.9
C -1.778200 -0.552212 1.091679 -1.7 0.9 0.4
N -1.711595 0.359931 -1.239244 0.1 -0.5 -0.3
H 3.238465 -1.884583 0.067899 0.1 0.1 0.3
H 1.493095 -2.039945 -0.390956 -0.2 0.3 -0.5
H 1.211929 0.967836 -1.437506 0.2 0.0 0.0
H 1.898863 1.892563 -0.078600 0.2 0.0 -0.3
H -0.438405 1.903946 0.399647 0.2 0.3 0.0
H 0.332488 0.700017 1.426238 -0.1 0.2 0.1
H -0.258233 -0.947444 -0.367561 -0.7 -0.1 -0.3
H -2.737498 -1.009782 0.836950 0.3 -0.4 -0.4
H -2.149445 0.368049 1.570276 0.2 0.0 0.1
H -1.323662 -1.129869 1.897132 0.5 -0.1 -0.4
H -1.494350 -0.229629 -2.035182 -0.3 0.0 0.0
H -1.419922 1.287853 -1.519446 0.0 0.1 0.2
```
Positions in Å, forces in eV/Å.

## Properties
Total charge: 0
SMILES string: C=NCC[C@@H](C)N
LUMO level in eV: 0.86
Relative energy (zero: lowest compared OMol25 entry of this formula, charge and spin) in kcal per mole: 43.4
HOMO level in eV: -8.79



In eV/A, the largest force on an atom values for the records above are, in order, 6.01, 1.77, 2.00, 1.61, 1.29, 2.05.
In a.u., the energy values for the records above are, in order, -697.27346, -547.59258, -663.62850, -7027.12015, -285.23738, -307.16019.
In g mol⁻¹, the molecular weight values for the records above are, in order, 106.1, 79.0, 114.2, 1152.4, 83.1, 100.2.